--- A ---
{
  "formula": "C6H11NO",
  "method": "ωB97M-V/def2-TZVPD",
  "symbols": ["C", "C", "C", "C", "C", "C", "H", "H", "H", "H", "H", "H", "H", "H", "H", "H", "H", "N", "O"],
  "xyz": [[1.4773, 0.6656, 1.0425], [1.2422, 0.0248, -0.2396], [-0.2679, -0.2064, -0.2446], [-0.8777, -1.1847, 0.3127], [-2.5324, 0.1567, -0.0010], [-1.3283, 0.8092, -0.5896], [2.4081, 1.7080, 0.7270], [0.3561, 1.2609, 1.6211], [1.8647, -0.4384, 1.8313], [1.2142, 0.7432, -1.0675], [2.9802, -0.9860, -0.0194], [2.5245, -1.1261, -1.8548], [-0.2885, -2.1707, 0.4988], [-3.2960, 0.0336, -0.9482], [-2.9873, 0.2669, 0.8818], [-0.9648, 1.8770, -0.3416], [-1.4455, 0.8283, -1.6192], [2.1085, -1.1140, -0.4306], [-2.1872, -1.1479, 0.4410]],
  "mulliken_charge": [-0.8824, 0.2442, 0.0672, -0.3516, -0.4421, -0.5125, 0.1912, 0.2423, 0.2912, 0.3081, 0.3052, 0.2834, 0.3037, 0.1425, 0.3990, 0.3461, 0.2823, -0.8057, -0.4121],
  "homo_lumo_gap_ev": 8.289,
  "homo_ha": -0.293,
  "total_charge": 0
}

--- B ---
{
  "formula": "C6H11NO",
  "method": "ωB97M-V/def2-TZVPD",
  "symbols": ["C", "C", "C", "C", "C", "C", "N", "O", "H", "H", "H", "H", "H", "H", "H", "H", "H", "H", "H"],
  "xyz": [[-0.2337, 0.0647, 0.4189], [-1.1376, -0.8886, 0.2499], [1.2494, -0.6822, 0.4684], [-0.5502, 1.5583, 0.3715], [-2.5842, -0.6137, 0.0508], [2.3415, -0.0342, -0.3261], [0.8055, -2.0502, 0.0856], [-0.6107, -2.1494, 0.2822], [1.7854, -0.8475, 1.4310], [-1.6217, 1.6484, 0.5122], [-0.3513, 1.8585, -0.7108], [0.0502, 2.0343, 1.1131], [-2.7687, 0.2290, -0.5637], [-2.9975, -0.3480, 0.9811], [-2.9419, -1.5128, -0.4412], [3.3195, -0.4242, -0.1085], [2.3298, 1.0042, -0.1482], [2.2064, -0.3017, -1.3819], [1.1206, -2.4107, -0.8682]],
  "mulliken_charge": [0.6217, 0.5168, 0.2164, -1.4444, -1.5551, -1.3654, -0.2387, -0.3968, 0.1284, 0.3863, 0.2638, 0.3975, 0.4020, 0.3733, 0.3794, 0.3931, 0.3252, 0.3445, 0.2519],
  "homo_lumo_gap_ev": 8.947,
  "smiles": "CC1=C(C)[C@H](C)NO1",
  "homo_ha": -0.292,
  "total_charge": 0
}

--- C ---
{
  "formula": "C6H11NO",
  "method": "ωB97M-V/def2-TZVPD",
  "symbols": ["C", "C", "C", "C", "N", "C", "C", "O", "H", "H", "H", "H", "H", "H", "H", "H", "H", "H", "H"],
  "xyz": [[0.7071, 0.5118, -0.3657], [0.9097, 1.9681, -0.0147], [-0.3375, -1.9742, -0.5577], [-0.0269, -0.8292, 0.3554], [-2.2709, 0.1269, 0.2006], [1.5397, -0.5277, 0.5712], [-0.9706, 0.1525, 0.6425], [2.3979, -1.3251, 0.1172], [0.6922, 0.2964, -1.4290], [-2.7861, 0.9925, 0.2277], [-2.4968, -0.4754, -0.5747], [1.7095, 0.0075, 1.5269], [-0.8041, 0.8518, 1.4517], [1.0192, 2.1271, 1.0575], [0.1048, 2.6095, -0.3860], [1.8433, 2.2919, -0.4826], [-1.1463, -2.5642, -0.1196], [-0.6535, -1.6678, -1.5605], [0.5693, -2.5722, -0.6602]],
  "mulliken_charge": [0.0067, -1.4463, -1.8108, 0.7760, -0.4539, 0.0079, -0.2126, -0.7759, 0.4269, 0.2499, 0.2165, 0.2999, 0.4291, 0.3696, 0.3594, 0.3723, 0.4182, 0.4172, 0.3499],
  "homo_lumo_gap_ev": 7.746,
  "homo_ha": -0.267,
  "total_charge": 0
}

The most stable of them is B.

--- A ---
{
  "formula": "C6H11NO",
  "method": "ωB97M-V/def2-TZVPD",
  "symbols": ["C", "C", "C", "C", "C", "C", "H", "H", "H", "H", "H", "H", "H", "H", "H", "H", "H", "N", "O"],
  "xyz": [[-0.1323, 1.3719, 0.5565], [-0.2970, -0.1304, 0.6953], [0.9313, -1.0119, 0.6369], [1.5215, -0.6499, -0.8334], [-0.8459, -0.9243, -0.6525], [-1.7366, -0.3553, 0.4532], [-1.0937, 2.9618, -0.1407], [-0.5937, 1.7867, 1.5701], [0.9596, 1.6837, 0.7157], [0.8841, -2.1707, 0.9372], [1.6965, -0.6349, 1.4798], [1.9913, 0.3565, -0.9404], [2.3241, -1.4953, -1.3167], [0.1686, 0.3120, -2.0056], [-0.5388, -2.0289, -0.4168], [-2.3739, 0.5242, 0.2829], [-2.3561, -0.9885, 1.2164], [0.1911, -0.6318, -1.6603], [-0.7000, 2.0249, -0.5776]],
  "mulliken_charge": [-0.9079, 0.6286, -0.8237, -0.3958, -0.1029, -0.5721, 0.3735, 0.3614, 0.3552, 0.2468, 0.3383, 0.2802, 0.2285, 0.3536, 0.2878, 0.2435, 0.2078, -0.5566, -0.5463],
  "homo_lumo_gap_ev": 8.179,
  "smiles": "OC[C@]12CCN[C@@H]1C2",
  "homo_ha": -0.281,
  "total_charge": 0
}

--- B ---
{
  "formula": "C6H11NO",
  "method": "ωB97M-V/def2-TZVPD",
  "symbols": ["C", "C", "C", "C", "C", "C", "H", "H", "H", "H", "H", "H", "H", "H", "H", "H", "H", "N", "O"],
  "xyz": [[-1.3183, 1.5591, 0.3796], [-0.7885, 0.7400, -0.8267], [-1.0923, -0.6116, -0.6668], [-1.7299, -1.4849, 0.5161], [1.1625, -0.1237, 0.1614], [2.7581, -0.2193, -0.2120], [-1.2092, 1.0869, 1.3225], [-1.0481, 2.6547, 0.6470], [-2.4373, 1.5987, 0.3601], [-1.1147, 1.2841, -1.7976], [-1.4986, -0.9787, -1.6767], [-1.2034, -2.3415, 0.6957], [-1.5734, -1.0515, 1.3653], [-2.8819, -1.7008, 0.2868], [2.9592, -0.0827, -1.3111], [3.3323, 0.5209, 0.2356], [2.9859, -1.0667, 0.2876], [0.3520, -0.0885, -1.0215], [0.9095, 0.1924, 1.3282]],
  "mulliken_charge": [-1.2830, 0.5493, -0.1174, -1.4509, 0.6676, -1.1032, 0.3046, 0.2595, 0.3620, 0.2672, 0.3152, 0.4337, 0.5077, 0.2631, 0.2869, 0.3646, 0.3363, -0.4182, -0.5449],
  "homo_lumo_gap_ev": 10.550,
  "smiles": "CC(=O)N1[C@H](C)[C@@H]1C",
  "homo_ha": -0.353,
  "total_charge": 0
}

--- C ---
{
  "formula": "C6H11NO",
  "method": "ωB97M-V/def2-TZVPD",
  "symbols": ["C", "C", "C", "C", "N", "C", "C", "O", "H", "H", "H", "H", "H", "H", "H", "H", "H", "H", "H"],
  "xyz": [[-1.1933, 1.6111, -0.0079], [-0.1538, -0.8021, 1.7344], [-1.3051, 0.2978, -0.1962], [1.0506, -0.2297, -0.4900], [0.9397, -0.2400, -1.8661], [-0.2703, -0.7043, 0.2205], [2.1501, 0.1579, 0.1518], [-2.3179, -0.2708, -0.9158], [-2.9503, 0.4109, -1.1737], [1.7990, -0.1461, -2.3843], [0.2527, -0.8648, -2.2577], [-0.3817, 2.0240, 0.5594], [-1.9479, 2.3011, -0.3494], [-0.5595, -1.6763, -0.1937], [2.1866, 0.3177, 1.2106], [3.0716, 0.3107, -0.3856], [-1.0596, -1.2459, 2.1424], [0.6995, -1.4225, 2.0050], [-0.0104, 0.1714, 2.1964]],
  "mulliken_charge": [-1.1101, -1.6817, 0.6734, 0.4664, -0.4637, 0.4643, -1.1330, -0.4911, 0.3228, 0.2267, 0.2037, 0.3005, 0.2601, 0.2815, 0.2724, 0.2566, 0.4008, 0.4218, 0.3285],
  "homo_lumo_gap_ev": 8.974,
  "smiles": "C=C(N)[C@@H](C)C(=C)O",
  "homo_ha": -0.298,
  "total_charge": 0
}

--- D ---
{
  "formula": "C6H11NO",
  "method": "ωB97M-V/def2-TZVPD",
  "symbols": ["C", "C", "N", "C", "C", "C", "C", "O", "H", "H", "H", "H", "H", "H", "H", "H", "H", "H", "H"],
  "xyz": [[-0.0147, 0.2793, 1.2342], [0.3721, 1.7477, 1.3979], [1.3437, -0.5568, 1.3106], [0.2149, 0.0106, -1.2071], [-0.5490, -0.0537, -0.1063], [-0.1424, -0.5177, -2.5154], [-1.0546, -1.4584, -2.7415], [-0.9785, -0.1022, 2.1868], [-0.7010, 0.2051, 3.0561], [1.8292, -0.4828, 2.2034], [1.1047, -1.5305, 1.1649], [1.1570, 0.5390, -1.1611], [-1.5063, -0.5527, -0.1021], [0.4450, -0.1382, -3.3430], [0.7656, 1.9356, 2.3989], [1.1335, 2.0101, 0.6692], [-0.5179, 2.3704, 1.2383], [-1.6248, -1.9036, -1.9428], [-1.2764, -1.8014, -3.7407]],
  "mulliken_charge": [1.0570, -1.4332, -0.6285, 0.1128, -0.7842, -0.2652, -0.8046, -0.5445, 0.3171, 0.2487, 0.2395, 0.3202, 0.2994, 0.2828, 0.4136, 0.3486, 0.3353, 0.2309, 0.2545],
  "homo_lumo_gap_ev": 9.472,
  "smiles": "C=C/C=C/[C@](C)(N)O",
  "homo_ha": -0.318,
  "total_charge": 0
}

The most stable of them is C.